Entry 1:
Entry from the Open Molecules 2025 dataset: a cluster of 9 separate species, C15H33Cl16N4 in total in a non-equilibrium geometry (the ωB97M-V functional and the def2-TZVPD basis).

The geometry in XYZ format:
```
68
C15H33Cl16N4 (the ωB97M-V functional and the def2-TZVPD basis)
C -0.78735 2.33805 0.65666
C -0.64365 3.58358 -0.27470
C 0.64334 4.40012 0.06065
C 1.75280 4.24099 -1.01501
N 2.98957 3.59498 -0.56093
C 2.82157 2.22668 -0.13573
C 1.82512 1.30628 -0.89614
N 2.72669 0.61213 -1.87472
C 3.80365 0.29569 -0.96241
N 4.31400 -0.89303 -0.78948
N 4.11656 1.45069 -0.33613
H 0.17706 2.15331 1.13975
H -1.00605 1.45858 0.05061
H -1.53865 2.50003 1.42530
H -1.53261 4.19880 -0.23384
H -0.55862 3.24413 -1.31049
H 0.34643 5.45146 0.09997
H 0.99423 4.15660 1.06545
H 2.04050 5.24251 -1.34218
H 1.38103 3.75390 -1.91539
H 3.41417 4.11562 0.19224
H 2.67153 2.13730 0.94904
H 0.99958 1.73875 -1.44263
H 1.52018 0.57874 -0.14763
H 3.16059 1.42294 -2.32327
H 5.30914 -1.09224 -0.72647
H 3.65182 -1.68028 -0.73133
H 4.71176 1.36506 0.47834
C -4.16731 1.52209 -1.38699
Cl -3.55630 3.11463 -1.84844
Cl -2.98743 0.26136 -1.79083
H -4.35133 1.50696 -0.31863
H -5.08496 1.32477 -1.92840
C -2.86428 7.44383 0.07120
Cl -3.46592 6.11519 -0.92951
Cl -2.15106 6.85208 1.57783
H -2.10607 7.98343 -0.48410
H -3.69188 8.10044 0.31187
C 8.37053 -1.29589 -1.51390
Cl 7.43649 -2.03958 -0.20287
Cl 7.31000 -0.68553 -2.78863
H 8.94085 -0.46936 -1.10711
H 9.03337 -2.04334 -1.93349
C -4.05611 -3.13102 -0.83109
Cl -5.60657 -2.70383 -0.09849
Cl -4.25890 -4.20920 -2.21536
H -3.57283 -2.22273 -1.16869
H -3.44104 -3.62759 -0.08726
C -5.29880 -1.90362 3.82525
Cl -4.77162 -0.26742 3.40278
Cl -4.07374 -3.11197 3.42426
H -5.48995 -1.94232 4.89118
H -6.20289 -2.13010 3.27184
C 1.01847 -2.12779 0.64719
Cl -0.05370 -2.95547 1.76423
Cl 2.23253 -3.23147 -0.03221
H 0.42987 -1.71592 -0.16656
H 1.53396 -1.33618 1.18337
C -3.65792 -7.08388 3.74945
Cl -2.50958 -5.88446 3.13994
Cl -2.86767 -8.28108 4.77787
H -4.41630 -6.57055 4.32963
H -4.10864 -7.59129 2.90481
C 0.77064 -5.86035 -2.26042
Cl -0.79041 -5.48768 -1.51798
Cl 0.59752 -6.94086 -3.64472
H 1.22426 -4.93495 -2.59657
H 1.40033 -6.34071 -1.51996
```

## Properties
E_HOMO ... -12.3 eV
Orbital gap ... 8.724 eV
Net charge ... +1

Here are the natural (NBO) charges for atoms 1 to 4, given in e: C -0.618; C -0.408; C -0.443; C -0.227

***

Entry 2:
Entry from the Open Molecules 2025 dataset: a cluster of 3 separate species, C15H33ClO6 in total in a non-equilibrium geometry (the ωB97M-V functional and the def2-TZVPD basis).

The geometry in XYZ format:
```
55
C15H33ClO6 (the ωB97M-V functional and the def2-TZVPD basis)
C -2.27521 5.02414 3.06141
C -1.72324 3.63565 3.38066
C -1.07442 2.98137 2.19951
O -1.41938 3.19395 1.09230
O -0.12030 2.11638 2.53336
C 0.79966 1.80761 1.49549
C 2.17306 1.65069 2.06455
Cl 2.19489 0.27144 3.22622
C 3.20703 1.35563 0.99793
C 3.20634 2.34724 -0.15518
H -2.09265 5.33547 2.04314
H -3.33825 5.07324 3.22738
H -1.83361 5.76734 3.71013
H -2.54965 3.01114 3.68831
H -1.05190 3.69302 4.22312
H 0.54711 0.85978 1.03295
H 0.84628 2.56378 0.72489
H 2.44352 2.53109 2.63244
H 4.16977 1.34732 1.48644
H 3.05642 0.34351 0.64694
H 2.43284 2.08907 -0.86224
H 3.10221 3.36840 0.18973
H 4.13656 2.26792 -0.69509
C 2.09341 -2.89517 -0.18141
O 3.12291 -2.32445 -0.97229
C 4.12967 -3.25772 -1.33648
C 3.96638 -3.72293 -2.76639
O 2.78726 -4.49555 -2.93411
C 1.72522 -3.77122 -3.53103
H 1.28392 -2.16887 -0.11800
H 1.70466 -3.81532 -0.62352
H 2.46034 -3.09929 0.83000
H 4.13060 -4.11256 -0.65411
H 5.09322 -2.74677 -1.23943
H 4.81335 -4.36623 -3.02617
H 3.97030 -2.86832 -3.44952
H 1.92651 -3.60727 -4.59521
H 1.56454 -2.80968 -3.03811
H 0.82088 -4.37014 -3.43603
C -3.97815 -0.10714 -2.61152
O -2.84072 -0.17408 -1.77091
C -2.95295 0.64580 -0.61292
C -3.29392 -0.16939 0.61371
O -4.60008 -0.72386 0.53311
C -4.60107 -2.09662 0.18526
H -3.88883 -0.89821 -3.35502
H -4.90435 -0.25438 -2.05066
H -4.01428 0.85782 -3.12881
H -3.69305 1.43591 -0.76676
H -1.98108 1.12228 -0.45921
H -3.27837 0.48977 1.48807
H -2.54905 -0.95568 0.77075
H -4.25234 -2.70423 1.02762
H -3.97509 -2.29216 -0.68871
H -5.62693 -2.37948 -0.04660
```

## Properties
E_HOMO ... -9.1 eV
Orbital gap ... 9.835 eV
Relative energy (zero: lowest compared OMol25 entry of this formula, charge and spin) ... 17.86 kJ/mol
Net charge ... 0
Structure (SMILES) ... CCC(=O)OC[C@@H](Cl)CC.COCCOC.COCCOC

Here are the natural (NBO) charges for atoms 1 to 4, given in e: C -0.607; C -0.516; C 0.808; O -0.599

***

Entry 3:
Entry from the Open Molecules 2025 dataset: a structure of composition C15H33CsN3OTa in a non-equilibrium geometry (the ωB97M-V functional and the def2-TZVPD basis).

The geometry in XYZ format:
```
54
C15H33CsN3OTa (the ωB97M-V functional and the def2-TZVPD basis)
N -1.18230 1.35186 0.55420
C -2.01390 2.38981 0.42284
O -3.24591 2.37075 0.69814
Cs -3.21150 0.13949 0.73420
Ta 0.00000 0.00000 0.00000
N -0.95246 -0.97199 -1.51079
N 0.24163 -1.37565 1.44443
C -1.39294 -0.29077 -2.76300
C 0.26559 -1.41382 2.92905
C -2.92556 -0.08618 -2.73537
C -0.98850 -1.11039 -4.00718
C -0.71080 1.08781 -2.83626
C -0.12914 -2.81952 3.43372
C 1.67342 -1.04225 3.44795
C -0.74953 -0.39637 3.47350
H -3.45472 -1.03917 -2.55224
H -3.29165 0.31922 -3.69501
H -3.19506 0.64073 -1.94725
H 0.09520 -1.32222 -3.98963
H -1.21408 -0.53910 -4.92423
H -1.53042 -2.06945 -4.06869
H -0.93393 1.69626 -1.93967
H -1.07763 1.65193 -3.71092
H 0.38225 0.97978 -2.93332
H -1.09949 -3.12590 3.00328
H -0.22308 -2.81375 4.53324
H 0.62503 -3.57985 3.16852
H 2.44234 -1.71216 3.02538
H 1.72235 -1.12494 4.54814
H 1.92207 -0.00816 3.16066
H -0.55162 0.60860 3.06479
H -0.69988 -0.35341 4.57500
H -1.77713 -0.70657 3.19561
C 0.93500 -2.47684 0.77096
H 1.00318 -2.25863 -0.31888
H 1.97594 -2.62202 1.12400
H 0.39235 -3.43959 0.84808
C -1.23628 -2.40708 -1.44373
H -0.57408 -3.00777 -2.10101
H -1.09873 -2.75850 -0.40822
H -2.28213 -2.63796 -1.73646
C 3.46909 0.09152 -0.50730
C 2.90761 1.28317 0.26815
C 3.87270 2.47262 0.18452
C 1.53202 1.67861 -0.27242
H 3.59963 0.34659 -1.58062
H 2.78423 -0.77185 -0.43052
H 4.45327 -0.20737 -0.08665
H 2.79791 1.00103 1.33337
H 4.01130 2.79430 -0.87032
H 3.47663 3.32988 0.76956
H 4.86169 2.19474 0.60747
H 1.16104 2.56327 0.28859
H 1.61267 1.96497 -1.33979
```

## Properties
E_HOMO (spin up / spin down) ... -15.4 / -15.4 eV
Orbital gap (spin up / spin down) ... 5.384 / 5.381 eV
Net charge ... +2

Here are the Löwdin charges for atoms 1 to 4, given in e: N -0.429; C -0.259; O -0.277; Cs 1.618